ORCA calculation (the ωB97M-V functional and the def2-TZVPD basis) on a single C4H5NO3 molecule at a distorted geometry.

Structure (XYZ):
```
13
Properties=species:S:1:pos:R:3
C 1.442 2.137 -0.851
C 0.793 -0.101 0.053
C 0.590 -1.105 1.025
C -1.269 -0.667 0.234
H 2.497 2.172 -1.329
H 1.004 2.890 -0.152
H 0.689 1.931 -1.780
H 1.177 -1.844 1.601
H -2.554 0.362 -0.772
N -0.655 -1.477 1.060
O 1.789 0.819 -0.283
O -2.379 -0.534 -0.256
O -0.355 0.122 -0.430
```

* M: 115.088 g mol⁻¹
* max |F|: 8.952 eV/A
* calculated total energy: -11857.9090 eV
* SMILES: COc1cnc(O)o1
* HOMO level: -7.5 eV
* gap between HOMO and LUMO: 7.738 eV